# C49H53BN7O12TeZr

A structure of composition C49H53BN7O12TeZr at a distorted geometry (ωB97M-V/def2-TZVPD, the OMol25 dataset).

Structure (XYZ):
```
124
Properties=species:S:1:pos:R:3:forces:R:3:lowdin_spin:R:1
Zr -0.39686 0.23828 0.35607 0.309 -1.432 0.334 0.008
O 0.51498 -1.57134 -5.63628 0.067 0.001 -0.050 0.014
C 0.40134 -1.39176 -4.28368 0.085 0.064 0.218 0.074
C -0.87185 -1.47603 -3.66003 -0.047 -0.117 0.029 0.105
C -0.94481 -1.15878 -2.32809 -0.109 -0.143 -0.044 0.009
N 0.11125 -0.92606 -1.54608 0.033 0.110 -0.462 0.136
C 1.36515 -1.01024 -2.12391 -0.099 -0.178 0.093 0.193
C 1.50661 -1.12593 -3.53569 0.038 0.034 -0.053 0.083
C 2.48188 -1.11034 -1.27129 -0.041 -0.066 0.104 0.149
O 3.67085 -1.02911 -1.52847 0.006 0.004 0.008 0.176
O 2.08874 -1.41713 0.09018 0.101 0.037 -0.397 0.022
C -2.26486 -1.01685 -1.59899 -0.039 -0.315 -0.535 -0.002
O -3.25447 -1.61928 -1.98735 -0.033 0.196 0.048 -0.001
O -2.18710 -0.25280 -0.56593 -0.705 -0.534 -0.135 0.000
H -0.37183 -1.66986 -5.99344 -0.048 -0.006 -0.028 0.001
H -1.76995 -1.72272 -4.21186 -0.044 0.075 0.040 0.008
H 2.49656 -1.07207 -3.96634 -0.026 -0.033 -0.045 0.003
O 2.21845 0.88145 7.10771 -0.023 -0.054 0.021 0.000
C 2.86428 0.37644 6.17401 -0.090 0.105 -0.259 0.000
O 3.99853 -0.14053 6.14638 0.023 0.012 0.060 0.000
C 2.15019 0.39050 4.78997 0.184 -0.048 0.091 0.000
C 2.89611 0.37775 3.61877 -0.108 -0.017 0.057 0.000
C 2.25884 0.31194 2.39588 0.110 -0.011 -0.085 0.000
N 0.92956 0.21272 2.27697 0.073 -0.078 0.627 0.000
C 0.19855 0.28570 3.40647 -0.043 -0.016 0.020 0.000
C 0.76427 0.39077 4.66197 -0.065 0.046 0.005 0.000
C -1.30516 0.23042 3.19874 0.026 0.044 0.626 0.000
O -2.05594 0.21312 4.15938 0.035 -0.003 -0.125 0.000
O -1.66243 0.15238 1.96306 -0.406 -0.170 0.834 0.001
H 3.97530 0.39293 3.68047 -0.004 -0.010 -0.003 0.000
H 2.82103 0.32780 1.47308 -0.047 -0.029 -0.016 0.000
H 0.12931 0.46545 5.53359 0.007 -0.042 -0.005 0.000
C -0.76048 -3.50275 0.09839 0.015 -0.119 0.012 0.001
N -1.16913 -4.84675 0.52514 -0.009 -0.019 -0.017 0.000
C -2.60729 -4.82123 0.80713 0.034 -0.001 -0.004 0.000
N -2.94621 -3.85086 1.84328 -0.027 0.011 -0.005 0.000
C -2.51863 -2.52460 1.38653 -0.128 -0.086 -0.015 0.000
N -1.05535 -2.47542 1.11674 0.092 0.004 -0.022 0.001
C -0.35827 -2.86486 2.36066 -0.069 -0.111 0.038 0.000
N -0.75953 -4.19482 2.83051 0.032 0.012 0.047 0.000
C -0.47605 -5.16037 1.77334 -0.015 0.027 -0.013 0.000
C -2.20593 -4.17572 3.05992 0.012 -0.014 -0.030 0.000
H -1.29662 -3.26392 -0.81969 0.033 0.027 0.012 0.000
H 0.31251 -3.51090 -0.10599 -0.013 0.056 -0.039 0.000
H -2.91530 -5.82044 1.13057 -0.014 0.018 0.006 0.000
H -3.14302 -4.55943 -0.10801 0.007 -0.004 0.005 0.000
H -2.76884 -1.78897 2.14537 0.052 0.040 -0.015 0.000
H -3.05658 -2.28119 0.47193 0.029 0.056 0.015 0.000
H -0.59645 -2.15196 3.14741 0.009 0.052 -0.015 0.000
H 0.72024 -2.85810 2.19376 0.007 0.031 0.000 0.000
H -0.78237 -6.15570 2.10890 0.021 0.000 -0.004 0.000
H 0.59694 -5.16195 1.58378 -0.017 -0.018 -0.013 0.000
H -2.43178 -3.42474 3.81968 -0.002 -0.015 0.006 0.000
H -2.52006 -5.15865 3.42402 0.008 0.002 -0.018 0.000
C 5.60128 -2.60839 1.86566 -0.197 0.002 -0.027 0.000
C 4.33174 -3.45728 1.94683 0.281 -0.109 -0.029 0.000
C 4.29743 -4.21193 3.26512 -0.072 0.112 -0.084 0.000
O 3.23177 -2.53964 1.90351 -0.244 0.232 0.113 0.000
B 2.82251 -2.45432 0.59467 0.335 -0.268 0.064 0.002
O 3.25445 -3.53022 -0.15233 -0.068 0.119 -0.124 0.001
C 4.11477 -4.34019 0.65887 -0.005 -0.196 0.134 0.000
C 5.37935 -4.62636 -0.14298 -0.163 0.104 0.017 0.000
C 3.39272 -5.65462 0.94420 -0.009 0.202 -0.042 0.000
H 5.60628 -1.91542 2.70719 0.008 -0.010 0.007 0.000
H 5.59954 -2.02636 0.94213 0.079 0.006 0.006 0.000
H 6.49783 -3.22757 1.90770 0.031 0.027 -0.005 0.000
H 4.45306 -3.50459 4.08012 0.025 -0.014 0.010 0.000
H 5.08886 -4.96393 3.28820 -0.001 -0.015 0.051 0.000
H 3.33416 -4.69413 3.42377 0.017 -0.033 -0.008 0.000
H 5.76922 -3.70621 -0.57418 0.068 -0.017 0.042 0.000
H 5.12664 -5.29952 -0.96319 0.036 -0.016 -0.005 0.000
H 6.14072 -5.09804 0.48074 0.012 -0.017 -0.019 0.000
H 2.50195 -5.48152 1.54284 0.030 -0.041 0.052 0.000
H 4.04471 -6.35194 1.47215 -0.026 -0.027 0.004 0.000
H 3.08268 -6.09498 -0.00398 0.025 -0.023 -0.005 0.000
C -3.41443 5.28638 -7.19208 0.027 -0.062 0.078 0.000
C -2.88933 4.68175 -5.91543 0.025 0.024 0.054 0.000
C -3.15963 5.25785 -4.68414 0.007 -0.031 -0.161 0.000
C -2.71496 4.69048 -3.49146 -0.046 0.062 0.330 0.000
C -3.02305 5.40891 -2.20214 0.010 -0.037 -0.174 0.000
C -1.98972 3.49166 -3.50861 0.113 -0.291 0.057 0.001
Te -1.22532 2.61776 -1.60466 -1.198 1.781 -1.640 0.001
N -0.55585 2.26939 0.84857 0.143 0.287 0.080 0.001
C 0.68501 2.35442 0.50917 -0.100 0.774 0.258 0.000
O 1.18383 1.44978 -0.31599 1.004 0.375 -0.081 0.004
C 1.52930 3.49438 0.97750 0.109 -0.021 0.057 0.000
C 2.01512 4.41564 0.05586 0.061 -0.171 -0.007 0.000
C 2.70537 5.53692 0.49314 0.003 0.004 -0.019 0.000
C 2.91698 5.73825 1.85009 0.035 -0.002 -0.029 0.000
C 2.42125 4.82475 2.77161 0.055 0.012 0.035 0.000
C 1.72022 3.71073 2.33862 -0.067 -0.027 -0.032 0.000
C -3.23746 2.61390 -0.86496 0.083 -0.016 0.225 0.000
C -4.11212 1.78199 -1.56020 0.177 -0.049 -0.086 0.000
C -5.39448 1.54053 -1.10825 -0.120 -0.001 0.000 0.000
C -5.82454 2.14181 0.06506 -0.036 0.037 -0.012 0.000
C -4.98207 3.01101 0.73377 -0.013 -0.016 -0.053 0.000
C -3.68648 3.27632 0.28445 0.056 0.058 -0.075 0.000
C -2.88512 4.30365 1.03809 0.096 -0.234 -0.007 0.000
C -1.67003 2.93594 -4.75649 0.100 -0.201 0.046 0.000
C -0.83879 1.68497 -4.84479 -0.076 0.166 0.049 0.004
C -2.12199 3.52403 -5.93219 -0.075 0.113 -0.023 0.000
H -3.75265 6.30968 -7.02554 -0.011 0.004 -0.032 0.000
H -4.26100 4.70820 -7.57121 -0.009 0.032 -0.032 0.000
H -2.64837 5.29823 -7.96959 -0.008 0.008 -0.011 0.000
H -3.72732 6.18373 -4.65092 0.002 -0.002 0.051 0.000
H -3.31496 6.44185 -2.39601 0.003 0.021 -0.006 0.000
H -2.14497 5.39694 -1.55454 -0.065 0.092 0.000 0.000
H -3.82796 4.91143 -1.65665 0.038 0.104 -0.057 0.000
H 1.83138 4.24792 -0.99828 0.056 0.010 -0.016 0.000
H 3.07959 6.25365 -0.22822 -0.001 0.005 0.003 0.000
H 3.47534 6.60360 2.18712 -0.034 0.012 0.018 0.000
H 2.58143 4.98004 3.83135 -0.002 -0.019 -0.001 0.000
H 1.30870 3.00687 3.05283 0.006 0.014 0.001 0.000
H -3.77085 1.29393 -2.46622 0.007 -0.051 0.049 0.000
H -6.04005 0.86152 -1.65101 0.017 -0.003 -0.010 0.000
H -6.81676 1.94045 0.45183 0.007 0.005 0.009 0.000
H -5.32699 3.50542 1.63547 0.009 0.010 0.008 0.000
H -3.52414 5.14233 1.32674 0.015 -0.011 -0.046 0.000
H -2.05124 4.66344 0.43984 0.047 0.027 0.083 0.000
H -2.46027 3.85887 1.93601 0.083 -0.007 0.048 0.000
H 0.09663 1.79387 -4.29206 0.034 -0.080 -0.025 0.001
H -0.60167 1.43716 -5.88041 0.020 -0.015 0.010 0.000
H -1.37465 0.85125 -4.39362 0.040 -0.051 0.007 0.002
H -1.87094 3.07012 -6.88712 0.030 -0.032 0.024 0.000
```
Positions in Å, forces in eV/Å.

Values from the calculation:
Frontier orbital gap (alpha / beta): 5.059 / 6.896 eV
Total charge: -2
2S+1: 2
<S²>: 0.76
Energy: -95936.100 eV
HOMO energy (alpha / beta): -1.44 / -3.28 eV
Strongest force on any atom: 2.7 eV Å⁻¹